# 1
# C36H96AsF12N8O14

A molecular structure, C36H96AsF12N8O14 in a non-equilibrium geometry (ωB97M-V with the def2-TZVPD basis set, the OMol25 dataset).

Values from the calculation:
Energy relative to the best compared isomer or geometry (same formula, charge and spin): 1078.78 kJ/mol
Maximum force: 7.049 eV/Å
Frontier orbital gap: 0.45 eV
E: -172880.00592 eV
Net charge: +3

Each line ends with the Mulliken charge.
Positions of all 167 atoms, in Å:
C  -4.590  -1.324  -6.677  -1.48
C  -3.556  -0.939  -7.742  0.28
C  -4.069  -0.617  -9.106  -0.84
O  -4.715  0.630  -9.002  -0.33
C  -4.995  1.179  -10.212  -0.76
N  -2.737  0.227  -7.234  -0.23
H  -2.791  0.249  -6.226  0.34
H  -1.766  0.145  -7.499  0.36
H  -3.095  1.111  -7.565  0.34
H  -5.146  -2.209  -6.985  0.39
H  -5.369  -0.578  -6.519  0.38
H  -4.118  -1.524  -5.715  0.45
H  -2.871  -1.778  -7.858  0.29
H  -4.806  -1.346  -9.442  0.44
H  -3.223  -0.729  -9.785  0.48
H  -4.145  1.069  -10.885  0.36
H  -5.264  2.223  -10.049  0.23
H  -5.744  0.545  -10.687  0.31
C  -7.342  -5.807  3.846  -1.23
C  -8.640  -5.319  3.162  0.19
C  -9.019  -6.209  1.970  -0.79
O  -9.194  -7.498  2.460  -0.30
C  -9.795  -8.463  1.587  -0.81
N  -9.760  -5.192  4.210  -0.34
H  -10.591  -4.853  3.747  0.37
H  -10.184  -6.058  4.511  0.34
H  -9.653  -4.637  5.046  0.34
H  -7.075  -4.958  4.476  0.41
H  -6.524  -5.897  3.132  0.38
H  -7.488  -6.698  4.456  0.34
H  -8.632  -4.318  2.730  0.33
H  -8.242  -6.194  1.206  0.40
H  -9.840  -5.797  1.383  0.45
H  -9.237  -8.652  0.670  0.31
H  -10.857  -8.367  1.362  0.33
H  -9.748  -9.354  2.213  0.28
C  9.597  2.115  2.576  -1.55
C  8.387  2.483  3.444  0.26
C  7.389  1.308  3.651  -0.57
O  7.012  1.068  4.968  -0.39
C  6.190  -0.071  5.090  -0.72
N  8.843  3.063  4.806  -0.35
H  9.773  3.459  4.816  0.34
H  8.228  3.790  5.143  0.38
H  8.933  2.398  5.561  0.33
H  9.402  1.563  1.656  0.42
H  10.316  1.526  3.146  0.44
H  10.176  2.953  2.189  0.41
H  7.915  3.347  2.977  0.29
H  7.781  0.378  3.240  0.47
H  6.443  1.538  3.161  0.35
H  6.039  -0.407  6.116  0.25
H  6.558  -0.877  4.455  0.33
H  5.248  0.344  4.733  0.32
C  -8.211  6.681  0.351  -1.41
C  -7.616  5.675  -0.664  0.18
C  -7.164  6.321  -2.029  -0.79
O  -6.702  5.221  -2.830  -0.32
C  -6.043  5.691  -3.987  -0.71
N  -6.400  5.063  0.015  -0.29
H  -5.725  5.754  0.312  0.35
H  -6.673  4.570  0.853  0.36
H  -5.934  4.378  -0.562  0.36
H  -7.603  7.581  0.443  0.40
H  -8.341  6.225  1.332  0.42
H  -9.138  7.066  -0.073  0.39
H  -8.340  4.891  -0.884  0.30
H  -6.418  7.103  -1.889  0.44
H  -8.022  6.754  -2.543  0.46
H  -6.763  6.145  -4.668  0.32
H  -5.636  4.876  -4.586  0.25
H  -5.273  6.419  -3.731  0.30
C  1.791  -7.195  -3.983  -1.43
C  0.518  -7.649  -4.681  0.40
C  -0.739  -6.969  -4.160  -0.84
O  -1.911  -7.326  -4.926  -0.38
C  -3.113  -7.389  -4.106  -0.79
N  0.775  -7.429  -6.171  -0.26
H  1.166  -8.218  -6.666  0.35
H  -0.066  -7.248  -6.700  0.32
H  1.418  -6.655  -6.256  0.38
H  1.657  -7.259  -2.904  0.35
H  2.377  -6.344  -4.331  0.43
H  2.600  -7.912  -4.122  0.46
H  0.283  -8.709  -4.592  0.27
H  -0.648  -5.887  -4.256  0.36
H  -0.906  -7.115  -3.093  0.45
H  -3.271  -6.462  -3.556  0.34
H  -3.096  -8.102  -3.282  0.33
H  -3.984  -7.629  -4.717  0.27
C  -1.222  0.692  8.234  -1.48
C  -2.121  1.200  9.333  0.23
C  -1.754  0.584  10.703  -0.70
O  -2.631  1.236  11.633  -0.36
C  -2.495  0.815  12.979  -0.76
N  -2.049  2.735  9.306  -0.25
H  -1.137  3.100  9.072  0.37
H  -2.599  3.048  8.518  0.36
H  -2.247  3.185  10.187  0.33
H  -1.281  1.143  7.244  0.46
H  -1.542  -0.348  8.182  0.38
H  -0.185  0.722  8.569  0.41
H  -3.136  0.940  9.032  0.26
H  -0.695  0.755  10.898  0.43
H  -2.066  -0.461  10.699  0.40
H  -2.993  1.412  13.743  0.28
H  -1.458  0.783  13.314  0.32
H  -2.944  -0.172  13.081  0.30
C  2.665  6.727  -2.288  -1.49
C  1.596  7.571  -1.623  0.45
C  0.845  8.584  -2.397  -0.81
O  -0.183  9.194  -1.716  -0.37
C  -1.060  9.913  -2.580  -0.75
N  0.573  6.674  -0.848  -0.30
H  0.067  5.950  -1.337  0.33
H  0.964  6.122  -0.098  0.37
H  0.058  7.361  -0.316  0.37
H  3.350  7.422  -2.774  0.38
H  2.323  6.077  -3.093  0.41
H  3.298  6.224  -1.557  0.41
H  2.180  8.089  -0.862  0.19
H  0.603  8.154  -3.369  0.46
H  1.486  9.379  -2.778  0.45
H  -1.881  10.300  -1.975  0.25
H  -1.441  9.254  -3.360  0.34
H  -0.565  10.809  -2.952  0.31
N  3.002  4.497  5.148  1.02
O  2.581  4.515  6.325  -0.69
O  4.000  5.162  4.844  -0.67
O  2.461  3.910  4.306  -0.66
As  8.100  2.932  -6.743  1.97
F  6.620  2.535  -5.842  -0.49
F  8.972  3.045  -5.190  -0.48
F  9.487  3.421  -7.774  -0.47
F  7.105  2.898  -8.312  -0.53
F  7.585  4.675  -6.599  -0.51
F  8.423  1.161  -6.994  -0.49
C  10.020  -5.389  -0.166  -0.02
O  11.438  -5.204  0.124  -0.25
O  9.991  -6.090  -1.404  -0.88
C  9.347  -6.080  1.154  0.73
F  9.989  -7.085  1.702  -0.29
F  9.192  -5.250  2.200  -0.28
F  8.105  -6.464  0.940  -0.30
C  11.740  -4.355  1.191  -0.03
C  13.266  -4.269  1.201  -1.25
H  13.674  -4.248  0.191  0.31
H  13.706  -3.459  1.784  0.37
H  13.725  -5.133  1.681  0.29
H  11.588  -4.882  2.133  0.19
H  11.352  -3.337  1.241  0.23
H  9.585  -4.398  -0.298  0.18
C  -0.666  -0.319  -0.213  -0.13
O  0.175  -0.916  -1.199  -0.23
O  -1.275  0.807  -0.842  -0.95
C  -1.512  -1.449  0.575  0.77
F  -0.680  -2.303  1.127  -0.26
F  -2.221  -1.047  1.650  -0.30
F  -2.326  -2.132  -0.233  -0.28
C  1.556  -0.646  -1.147  -0.34
C  2.237  -1.478  -0.143  -0.91
H  3.299  -1.243  -0.076  0.37
H  1.827  -1.486  0.866  0.26
H  2.148  -2.474  -0.578  0.21
H  1.864  0.392  -1.017  0.33
H  1.997  -1.042  -2.062  0.26
H  -0.051  0.096  0.585  0.21

=====

# 2
# C3H5NO

A single C3H5NO molecule in a non-equilibrium geometry (ωB97M-V with the def2-TZVPD basis set, the OMol25 dataset).

Values from the calculation:
Energy relative to the best compared isomer or geometry (same formula, charge and spin): 333.66 kJ/mol
Maximum force: 3.081 eV/Å
Frontier orbital gap (alpha / beta): 8.60 / 8.60 eV
E: -6726.11450 eV

Each line ends with the Mulliken charge.
Positions of all 10 atoms, in Å:
C  1.449  0.593  -0.055  -0.98
C  0.749  -0.547  0.055  0.22
C  -0.683  -0.693  -0.094  -0.08
N  -1.547  0.261  -0.040  0.28
O  -2.775  0.193  0.019  -0.61
H  2.468  0.789  0.084  0.28
H  0.950  1.521  -0.288  0.17
H  1.258  -1.505  0.321  0.22
H  -0.945  -1.747  -0.033  0.32
H  -0.926  1.134  0.031  0.18

=====

# 3
# C20H12F12MoNO4

A molecular structure, C20H12F12MoNO4 (ωB97M-V with the def2-TZVPD basis set, the OMol25 dataset).

Values from the calculation:
Maximum force: 0.930 eV/Å
2S+1: 3
Frontier orbital gap (alpha / beta): 7.36 / 6.33 eV
E: -65071.80219 eV
Net charge: +1

Each line ends with the Mulliken charge.
Positions of all 50 atoms, in Å:
Mo  0.511  -1.680  -1.668  1.99
C  -4.569  2.803  0.599  -1.51
C  -3.326  2.023  0.334  0.17
C  -2.133  2.269  1.017  -1.37
C  -1.010  1.549  0.723  -0.28
C  -1.003  0.538  -0.273  0.89
N  0.172  -0.087  -0.560  0.37
C  1.409  0.351  0.000  0.08
C  1.828  1.650  -0.281  -0.27
C  3.022  2.123  0.221  -0.89
C  3.825  1.317  1.017  0.53
C  5.126  1.811  1.578  -1.54
C  3.413  0.008  1.257  -0.93
C  2.235  -0.514  0.739  -0.76
C  1.864  -1.987  0.950  2.42
O  1.268  -2.545  -0.195  -1.18
C  0.858  -2.122  2.129  0.43
F  -0.300  -1.533  1.779  -0.16
F  1.318  -1.508  3.214  -0.27
F  0.598  -3.388  2.424  -0.26
C  3.109  -2.892  1.195  0.35
F  4.035  -2.620  0.270  -0.23
F  2.782  -4.172  1.081  -0.24
F  3.633  -2.703  2.406  -0.23
C  -2.247  0.204  -0.897  -0.85
C  -3.348  0.970  -0.597  -0.49
C  -2.451  -1.014  -1.810  1.70
O  -1.324  -1.772  -2.091  -1.12
C  -2.984  -0.570  -3.208  0.61
F  -2.174  0.392  -3.673  -0.25
F  -4.226  -0.091  -3.166  -0.23
F  -2.958  -1.584  -4.062  -0.23
C  -3.414  -2.024  -1.100  0.51
F  -3.601  -3.098  -1.856  -0.24
F  -4.602  -1.512  -0.799  -0.25
F  -2.819  -2.404  0.041  -0.20
H  -4.408  3.586  1.336  0.38
H  -5.362  2.143  0.958  0.37
H  -4.934  3.258  -0.325  0.37
H  -2.097  3.029  1.787  0.41
H  -0.099  1.734  1.273  0.58
H  1.201  2.281  -0.898  0.66
H  3.333  3.134  -0.010  0.41
H  5.253  2.878  1.407  0.39
H  5.965  1.291  1.113  0.34
H  5.182  1.623  2.651  0.38
H  4.056  -0.616  1.861  0.63
H  -4.292  0.754  -1.072  0.72
O  1.502  -0.953  -2.972  -0.27
O  2.183  -0.326  -3.844  -0.43

=====

# 4
# C14H44O8S6

A molecular structure, C14H44O8S6 in a non-equilibrium geometry (ωB97M-V with the def2-TZVPD basis set, the OMol25 dataset).

Values from the calculation:
Energy relative to the best compared isomer or geometry (same formula, charge and spin): 2118.03 kJ/mol
Maximum force: 18.732 eV/Å
Frontier orbital gap: 7.78 eV
E: -96595.48926 eV

Each line ends with the Mulliken charge.
Positions of all 72 atoms, in Å:
C  2.540  -3.014  -1.955  -0.99
O  2.256  -2.247  -0.823  -0.66
H  2.045  -3.984  -1.928  0.35
H  2.014  -2.598  -2.814  0.33
H  3.601  -3.169  -2.148  0.34
H  1.565  -1.632  -1.082  0.50
C  0.475  0.279  -0.351  -2.02
O  -0.769  -0.385  -0.345  0.66
H  0.715  0.524  -1.386  0.98
H  0.259  1.181  0.221  -0.52
H  1.198  -0.348  0.172  1.60
H  -0.696  -1.133  -0.943  -0.74
C  -0.638  -2.368  0.632  -0.03
S  -2.391  -2.022  0.116  0.97
O  -2.986  -3.427  -0.151  -0.94
C  -2.848  -1.463  1.799  -1.23
H  -0.083  -1.616  1.193  0.26
H  -0.063  -2.423  -0.292  -0.30
H  -0.516  -3.278  1.219  0.68
H  -3.889  -1.166  1.923  0.50
H  -2.294  -0.588  2.138  0.27
H  -2.726  -2.350  2.421  0.52
C  -0.115  -1.063  -3.851  -0.93
S  -0.041  -2.351  -2.547  0.05
O  0.631  -1.798  -1.291  -0.48
C  -1.859  -2.455  -2.181  -0.64
H  0.951  -0.865  -3.961  0.29
H  -0.581  -0.145  -3.494  0.22
H  -0.505  -1.451  -4.792  0.51
H  -2.097  -3.277  -1.506  0.49
H  -2.457  -2.498  -3.091  0.62
H  -2.130  -1.497  -1.738  0.13
C  2.561  1.977  1.180  0.12
S  1.758  3.587  1.507  0.35
O  2.202  4.617  0.474  -0.64
C  0.046  3.092  0.975  0.46
H  1.934  1.101  1.346  -0.09
H  3.540  1.785  1.620  0.46
H  2.768  2.022  0.111  -0.15
H  -0.097  2.946  -0.096  0.64
H  -0.593  3.970  1.063  0.48
H  -0.366  2.229  1.499  -1.52
C  2.719  -0.123  -1.453  -0.04
S  3.911  1.108  -2.237  0.27
O  3.841  2.365  -1.371  -0.59
C  5.448  0.248  -1.759  -0.99
H  3.114  -1.102  -1.184  0.68
H  1.922  -0.215  -2.191  -0.42
H  2.301  0.274  -0.529  -0.14
H  5.596  -0.702  -2.273  0.33
H  5.491  0.108  -0.679  0.27
H  6.273  0.913  -2.012  0.43
C  -0.784  0.638  5.055  -0.99
S  0.200  1.379  3.653  0.55
O  -0.150  2.868  3.541  -0.60
C  -0.807  0.576  2.341  -0.38
H  -1.813  0.987  4.980  0.28
H  -0.234  0.876  5.966  0.43
H  -0.763  -0.443  4.924  0.36
H  -1.835  0.600  2.703  0.67
H  -0.430  -0.412  2.075  0.57
H  -0.843  1.115  1.394  -1.63
C  -2.226  1.208  0.159  1.09
S  -3.988  0.632  -0.077  0.61
O  -4.411  0.141  1.284  -0.70
C  -4.734  2.282  -0.435  -0.97
H  -1.561  0.390  0.436  -2.43
H  -2.073  1.990  0.903  0.83
H  -1.858  1.697  -0.743  0.59
H  -4.054  2.815  -1.099  0.33
H  -4.781  2.858  0.489  0.34
H  -5.789  2.231  -0.703  0.38

=====

# 5
# C35H31BrEuIN2O2P2S

A molecular structure, C35H31BrEuIN2O2P2S in a non-equilibrium geometry (ωB97M-V with the def2-TZVPD basis set, the OMol25 dataset).

Values from the calculation:
Maximum force: 2.752 eV/Å
2S+1: 7
Frontier orbital gap (alpha / beta): 6.31 / 5.24 eV
E: -170755.39999 eV

Each line ends with the Mulliken charge.
Positions of all 76 atoms, in Å:
Eu  -0.187  0.165  0.309  0.22
O  1.095  1.042  1.719  -0.45
N  1.874  0.246  2.455  0.28
C  3.089  0.701  2.818  -0.25
C  3.922  -0.035  3.612  -0.79
C  3.508  -1.300  4.037  -0.08
C  2.276  -1.764  3.648  -0.86
C  1.427  -0.980  2.850  0.58
S  -0.146  -1.537  2.427  -0.44
H  3.344  1.676  2.430  0.43
H  4.888  0.369  3.878  0.45
H  4.156  -1.908  4.654  0.40
H  1.907  -2.738  3.926  0.40
N  -1.813  0.855  -1.813  -0.31
P  -1.884  -0.885  -1.731  0.33
C  -2.602  -1.355  -3.343  0.55
C  -1.868  -2.191  -4.178  -0.35
C  -2.375  -2.547  -5.421  -0.56
C  -3.609  -2.067  -5.830  -0.49
C  -4.343  -1.228  -4.999  -0.71
C  -3.844  -0.876  -3.756  -0.45
C  -3.339  -1.064  -0.630  0.40
C  -3.719  -2.366  -0.302  -0.69
C  -4.792  -2.591  0.544  -0.62
C  -5.487  -1.518  1.085  -0.49
C  -5.112  -0.221  0.770  -0.62
C  -4.041  0.008  -0.086  -0.17
P  -0.248  1.468  -2.319  0.45
C  -0.594  1.803  -4.084  0.41
C  0.200  1.212  -5.061  -0.35
C  -0.097  1.399  -6.405  -0.58
C  -1.185  2.171  -6.777  -0.46
C  -1.980  2.766  -5.805  -0.88
C  -1.685  2.587  -4.465  -0.34
C  -0.382  3.157  -1.618  0.78
C  -0.905  3.340  -0.337  0.15
C  -0.965  4.607  0.225  -0.81
C  -0.473  5.699  -0.475  -0.53
C  0.087  5.518  -1.731  -0.61
C  0.137  4.256  -2.302  -0.62
H  -2.584  1.270  -2.325  0.38
H  -0.899  -2.552  -3.851  0.48
H  -1.804  -3.198  -6.071  0.42
H  -4.007  -2.349  -6.796  0.40
H  -5.307  -0.856  -5.320  0.41
H  -4.430  -0.241  -3.099  0.32
H  -3.163  -3.202  -0.712  0.40
H  -5.087  -3.603  0.788  0.42
H  -6.324  -1.691  1.750  0.40
H  -5.662  0.615  1.186  0.48
H  -3.771  1.025  -0.344  0.37
H  1.045  0.602  -4.763  0.47
H  0.525  0.937  -7.162  0.42
H  -1.417  2.314  -7.825  0.40
H  -2.827  3.377  -6.093  0.41
H  -2.293  3.077  -3.712  0.40
H  -1.311  2.503  0.223  -0.17
H  -1.387  4.738  1.213  0.41
H  -0.522  6.688  -0.040  0.38
H  0.482  6.368  -2.274  0.40
H  0.566  4.122  -3.288  0.46
Br  5.619  -1.095  0.592  -0.18
C  5.650  -2.499  -0.693  0.18
C  6.820  -3.240  -0.839  -0.32
C  6.845  -4.281  -1.756  -0.51
C  5.728  -4.579  -2.525  -0.42
C  4.565  -3.823  -2.382  -0.63
C  4.566  -2.804  -1.465  0.21
I  1.972  -1.383  -0.903  -0.15
H  7.690  -2.998  -0.242  0.37
H  7.749  -4.866  -1.869  0.34
H  5.755  -5.398  -3.233  0.34
H  3.684  -4.031  -2.978  0.37
O  -1.902  1.065  2.089  -0.40
H  -2.843  1.131  2.269  0.21
H  -1.474  0.982  2.948  0.25

=====

# 6
# C3H11GaNO

A molecular structure, C3H11GaNO (ωB97M-V with the def2-TZVPD basis set, the OMol25 dataset).

Values from the calculation:
Energy relative to the best compared isomer or geometry (same formula, charge and spin): 0.00 kJ/mol
Maximum force: 0.711 eV/Å
Frontier orbital gap: 8.05 eV
E: -59203.63299 eV
Net charge: -1

Each line ends with the Mulliken charge.
Positions of all 17 atoms, in Å:
N  -1.480  0.863  0.101  -0.48
C  -1.132  0.324  -1.218  -0.51
C  -0.095  -0.773  -1.150  -0.62
C  1.198  -0.447  -0.404  -0.95
Ga  1.119  -0.350  1.649  0.39
O  0.944  1.475  2.180  -0.71
H  -1.510  0.106  0.776  0.11
H  -2.386  1.313  0.082  0.21
H  -0.788  1.141  -1.850  0.29
H  -2.016  -0.099  -1.717  0.29
H  -0.547  -1.679  -0.752  0.33
H  0.136  -1.003  -2.197  0.29
H  1.897  -1.253  -0.627  0.35
H  1.655  0.458  -0.803  0.32
H  -0.133  -1.163  2.270  -0.25
H  2.527  -0.853  2.263  -0.34
H  0.612  1.939  1.398  0.26